(1)
The following is a DFT calculation (the ωB97M-V functional and the def2-TZVPD basis) of a molecular structure, C12H47MnN22O12 at a distorted geometry.

ORCA input file:
```
! wB97M-V def2-TZVPD RIJCOSX def2/J DEFGRID3
* xyz 1 6
Mn 0.18318 0.22329 -0.19747
C -2.24173 -1.74945 -0.87449
O -1.09226 -0.98061 -1.18053
H -2.01809 -2.80266 -0.87343
H -2.61818 -1.49081 0.08262
H -2.99418 -1.51218 -1.64216
C -3.94902 4.79630 0.89312
O -3.60845 4.96013 -0.29453
N -4.81153 5.65902 1.45829
N -3.50701 3.74121 1.60889
H -5.37706 5.59751 2.30441
H -5.03431 6.47323 0.85295
H -3.41371 3.80538 2.61138
H -3.03556 2.91113 1.24068
C -2.74912 -3.15623 5.42859
O -2.01986 -2.12849 5.57223
N -2.38808 -4.16622 4.51046
N -3.84823 -3.35269 6.23201
H -2.97410 -5.03282 4.56125
H -1.43866 -4.19348 4.19922
H -4.16389 -4.30504 6.28800
H -4.03366 -2.80122 7.07065
C -1.21016 2.48027 -1.28155
O -0.07856 1.89933 -1.51877
N -2.42885 1.94654 -1.46388
N -1.14074 3.70057 -0.74290
H -2.46178 0.94388 -1.72094
H -3.19601 2.63622 -1.55960
H -2.02661 4.26345 -0.71477
H -0.20191 4.15969 -0.84711
C 4.59171 4.29046 -4.61880
O 5.00796 3.53038 -3.73099
N 3.21861 4.57270 -4.71488
N 5.37266 4.81876 -5.63482
H 2.72772 4.61125 -3.82779
H 3.01392 5.42332 -5.24563
H 6.30816 4.49288 -5.87669
H 5.01437 5.38154 -6.33104
C 0.34529 1.04977 -4.43975
O 1.25991 1.88404 -4.51000
N 0.46174 -0.10730 -3.71717
N -0.83285 1.20002 -5.12287
H -0.35620 -0.42888 -3.25104
H 1.23830 -0.05606 -3.05518
H -1.46052 0.44002 -5.01312
H -0.90671 1.98194 -5.70977
C -0.96795 -4.23629 -2.84661
O -1.00435 -4.56959 -1.62983
N -1.23313 -5.11396 -3.95228
N -0.80922 -2.99468 -3.32051
H -1.18545 -6.07556 -3.64447
H -0.71933 -4.83227 -4.74926
H -0.76019 -2.83548 -4.31630
H -0.61085 -2.24212 -2.64956
C 3.29386 0.78591 -1.63135
O 2.32372 -0.00546 -1.49744
N 4.56324 0.50889 -1.22256
N 3.13744 2.01479 -2.32929
H 4.70262 -0.09344 -0.36123
H 5.25090 1.26050 -1.26459
H 3.94150 2.62559 -2.43542
H 2.42708 1.95585 -3.07536
C 1.60906 -3.90787 3.47653
O 0.39624 -3.86458 3.44527
N 2.38317 -4.59754 2.57422
N 2.40780 -3.16711 4.43788
H 3.35321 -4.39194 2.52233
H 1.99051 -4.76678 1.67349
H 3.36660 -3.46864 4.57476
H 1.92057 -2.84225 5.24122
C -1.79454 0.25982 2.63114
O -1.70262 0.68663 1.48301
N -2.73114 0.75095 3.54612
N -0.76342 -0.48091 3.18397
H -2.94266 0.11380 4.31728
H -3.59579 1.06669 3.03533
H -0.08843 -0.85290 2.58161
H -1.00854 -1.14023 3.94955
C 1.06196 -2.53502 0.29823
O 0.95769 -1.43210 0.93901
N 2.05998 -2.66134 -0.60227
N 0.12193 -3.47357 0.47219
H 2.55791 -1.82496 -0.90418
H 2.16595 -3.51681 -1.12904
H -0.71000 -2.95750 0.80620
H -0.18331 -3.90870 -0.41710
C 1.41548 1.42746 2.47510
O 1.25084 1.39578 1.21475
N 2.13155 0.46922 3.15236
N 1.00074 2.46630 3.20599
H 2.32367 -0.37373 2.62810
H 2.46328 0.57569 4.03422
H 0.78332 2.27447 4.17032
H 0.32318 2.91488 2.70536
*
```

E_LUMO (spin up / spin down) ... -1.49 / -1.49 eV
Orbital gap (spin up / spin down) ... 8.41 / 9.21 eV

---

(2)
The following is a DFT calculation (the ωB97M-V functional and the def2-TZVPD basis) of a molecular structure, C35H51Br3F16IN2O10S at a distorted geometry.

ORCA input file:
```
! wB97M-V def2-TZVPD RIJCOSX def2/J DEFGRID3
* xyz 1 1
C 0.20324 3.74646 -2.23822
C 1.46620 2.87419 -2.06597
C 1.07436 1.49761 -1.54349
C 2.18369 0.47504 -1.15556
C 1.75652 0.03306 0.25262
O 0.53333 -0.63998 0.11403
C -0.47449 -0.24518 1.02757
C -1.65720 -1.15091 0.80619
O -2.28934 -0.88721 -0.41985
C -3.50137 -0.15815 -0.31887
C -4.63235 -0.78168 -1.11648
C 3.59007 1.05704 -1.15392
C 4.57490 0.60191 -0.07848
C 4.57010 1.54113 1.13050
N 4.18740 1.20892 -2.54678
N 5.36311 2.02697 -2.39859
C 4.30923 -0.02327 -3.38244
C 5.23195 -1.06051 -2.67957
C 6.74350 -0.87518 -2.60335
O 7.50688 -1.66335 -3.16195
O 7.21588 0.08186 -1.74459
C 4.83900 0.18278 -4.82613
Br 5.61716 -1.35338 -5.67227
C 4.82253 1.30326 -5.56943
C 4.32981 2.66441 -5.16477
Br 5.46339 1.37254 -7.34140
C 2.83236 -0.61692 -3.45593
Br 1.69843 0.61394 -4.53260
C 2.71263 -1.98132 -4.19896
C 2.11556 -2.03819 -5.60857
O 2.67896 -1.83241 -6.65282
I 0.03947 -2.72640 -5.68157
C 2.17629 -0.80667 -2.07659
C 2.63522 -2.10902 -1.39628
C 1.48421 -3.09410 -1.12457
C 2.07451 -4.49652 -0.98861
S 0.79251 -5.74080 -0.78446
O 1.13457 -6.61211 0.27994
O -0.45560 -5.06514 -0.68712
O 0.86580 -6.57452 -2.14209
H 0.32693 4.38889 -3.09775
H 0.01533 4.33456 -1.35274
H -0.63435 3.08679 -2.42627
H 2.10074 3.38416 -1.34458
H 1.98623 2.89030 -3.02085
H 0.43488 1.03254 -2.28048
H 0.39999 1.68626 -0.72235
H 1.61388 0.92906 0.85449
H 2.46830 -0.60357 0.77068
H -0.12714 -0.32046 2.05606
H -0.81799 0.77072 0.83128
H -1.27813 -2.16996 0.76226
H -2.31908 -1.09951 1.66541
H -3.83197 -0.03327 0.70638
H -3.32240 0.84338 -0.70750
H -5.11883 -0.03276 -1.73035
H -5.39366 -1.19316 -0.47047
H -4.29517 -1.56418 -1.78316
H 3.45904 2.09491 -0.87007
H 5.59056 0.60497 -0.44500
H 4.41888 -0.42042 0.23278
H 5.28448 2.32834 0.92494
H 3.59728 1.96634 1.33363
H 4.96588 1.01093 1.98482
H 3.49394 1.80806 -3.01251
H 5.07616 2.99333 -2.49012
H 6.01626 1.82648 -3.14442
H 4.90512 -1.21881 -1.65597
H 5.11935 -2.01983 -3.14155
H 7.98043 0.50850 -2.14618
H 3.33314 2.69589 -4.74699
H 5.03193 3.18161 -4.52900
H 4.27602 3.28958 -6.04283
H 3.62433 -2.56209 -4.24406
H 2.01004 -2.57557 -3.63469
H 1.12848 -0.95263 -2.30880
H 3.15949 -1.97442 -0.45889
H 3.33627 -2.66218 -2.00540
H 1.01410 -2.88334 -0.17829
H 0.73407 -3.05888 -1.90580
H 2.65157 -4.52631 -0.07611
H 2.70315 -4.76280 -1.83239
H 1.24953 -5.99555 -2.81236
C -2.34677 2.61972 6.10180
C -2.89940 2.30141 4.69423
C -2.64060 0.91704 4.09241
F -1.33502 0.67360 3.88576
F -3.24366 0.85623 2.87601
F -2.51344 3.26012 3.82628
F -4.25554 2.38024 4.79605
O -1.16113 3.40824 6.22469
C 0.11836 2.89413 6.25513
C 0.97272 3.42168 5.09468
F 0.45453 3.07678 3.90032
F 2.21324 2.88594 5.17662
F 0.13521 1.55263 6.32678
F 0.69755 3.34958 7.38310
H -3.10950 3.26071 6.54037
H -2.30963 1.73276 6.73282
H -3.05549 0.12717 4.72400
H 1.04449 4.50931 5.14780
C -9.07038 -0.56184 4.28242
C -9.91748 -0.58359 2.98870
C -10.14173 -1.91887 2.26612
F -8.99483 -2.45066 1.80921
F -10.93869 -1.70253 1.19672
F -9.44166 0.33629 2.12426
F -11.16154 -0.17544 3.36112
O -7.71284 -0.11101 4.22437
C -6.63264 -0.92835 3.99047
C -5.87912 -0.52690 2.71999
F -6.64769 -0.61628 1.62236
F -4.82443 -1.36449 2.54732
F -6.95759 -2.22890 4.00084
F -5.76257 -0.73760 5.01573
H -9.55044 0.20102 4.89245
H -9.16283 -1.48969 4.84465
H -10.63401 -2.63865 2.92557
H -5.51500 0.49619 2.80550
*
```

E_LUMO ... -2.54 eV
Orbital gap ... 8.89 eV

---

(3)
The following is a DFT calculation (the ωB97M-V functional and the def2-TZVPD basis) of C5H10O in the gas phase at a distorted geometry.

ORCA input file:
```
! wB97M-V def2-TZVPD RIJCOSX def2/J DEFGRID3
* xyz 0 1
C -1.99123 0.47339 -0.67407
C -0.68136 0.14068 -0.04093
C 0.21848 -1.05974 -0.56872
C 1.64119 -0.95923 -0.50655
C 0.81209 0.77773 1.52784
O -0.10391 1.19480 0.51031
H -2.64561 0.88355 0.10864
H -2.44209 -0.44163 -1.07062
H -1.90878 1.22944 -1.46594
H 0.68125 -0.29099 1.67943
H -0.23255 -2.00469 -0.24411
H -0.10048 -0.88457 -1.61679
H 2.12627 -0.10322 -0.97201
H 2.22477 -1.54498 0.20298
H 1.84567 0.95734 1.23538
H 0.53739 1.32589 2.42779
*
```

E_LUMO (spin up / spin down) ... 0.47 / 0.92 eV
Energy above the lowest of the compared OMol25 structures with the same formula, charge and spin ... 430.7 kJ/mol
Orbital gap (spin up / spin down) ... 6.89 / 8.60 eV

---

(4)
The following is a DFT calculation (the ωB97M-V functional and the def2-TZVPD basis) of 5 unconnected molecules or ions with the total composition C4H17NO5 at a distorted geometry.

ORCA input file:
```
! wB97M-V def2-TZVPD RIJCOSX def2/J DEFGRID3
* xyz 0 1
C -1.79884 1.91495 -1.16613
C -0.30384 1.71730 -0.97503
N 0.17570 0.45664 -1.24225
C 1.61192 0.47372 -1.43379
C -0.58625 -0.68581 -1.65215
O 0.34384 2.59191 -0.42455
H -2.10071 1.38007 -2.06070
H -2.24628 1.41093 -0.29290
H -2.13640 2.94031 -1.08905
H 1.78756 -0.21954 -2.25043
H 2.16279 0.13990 -0.54738
H 1.89180 1.45824 -1.72725
H 0.03147 -1.52326 -1.35306
H -1.61342 -0.86162 -1.33031
H -0.48763 -0.77584 -2.76790
H -0.84844 0.28559 2.02471
H -1.82727 0.57677 3.06176
O -1.16478 1.05190 2.55021
H 0.90454 -3.32893 1.34600
H 1.91251 -2.35500 0.60907
O 1.17380 -2.95810 0.49038
H 2.04017 0.87169 1.43215
H 1.88093 0.07237 2.67692
O 2.29007 0.01058 1.80326
H -1.83374 -1.61973 1.35450
H -0.26989 -1.49194 1.15800
O -0.98963 -1.53308 1.80592
*
```

E_LUMO ... 0.32 eV
Energy above the lowest of the compared OMol25 structures with the same formula, charge and spin ... 101.0 kJ/mol
SMILES string ... CC(=O)N(C)C.O.O.O.O
Orbital gap ... 9.56 eV

---

(5)
The following is a DFT calculation (the ωB97M-V functional and the def2-TZVPD basis) of a molecular structure, C18H18N4ORe at a distorted geometry.

ORCA input file:
```
! wB97M-V def2-TZVPD RIJCOSX def2/J DEFGRID3
* xyz 2 2
Re -0.00139 0.06879 0.06450
C -1.55260 -1.01486 -2.00275
N -0.27500 -1.45425 -1.33211
C 1.01778 -1.12455 -2.05227
C 2.18216 -0.85071 -1.06710
C 3.25166 -1.71845 -0.95596
C 4.26192 -1.41197 -0.05403
C 4.16509 -0.25728 0.71283
C 3.04932 0.54135 0.57100
N 2.07271 0.26297 -0.30526
C -0.32130 -2.82991 -0.76045
C -0.12568 -2.81860 0.74119
C -0.15079 -3.98173 1.48363
C 0.02019 -3.90664 2.85372
C 0.21474 -2.66545 3.45464
C 0.23032 -1.54635 2.66589
N 0.06326 -1.60970 1.32409
C -2.53495 -0.44203 -0.96264
C -3.78625 -0.97773 -0.75662
C -4.59563 -0.40705 0.22093
C -4.11898 0.66622 0.95995
C -2.83984 1.12406 0.71425
N -2.05623 0.59336 -0.23656
H -2.01294 -1.82513 -2.56727
H -1.33213 -0.22000 -2.71579
H 0.87207 -0.21514 -2.63566
H 1.29752 -1.90827 -2.76016
H 3.30545 -2.60934 -1.56745
H 5.11621 -2.06773 0.05013
H 4.93272 0.01006 1.42484
H 2.90545 1.44453 1.15238
H 0.43855 -3.45514 -1.23180
H -1.28624 -3.28433 -0.98628
H -0.30616 -4.93506 0.99581
H 0.00038 -4.80673 3.45373
H 0.34986 -2.57197 4.52240
H 0.37616 -0.55576 3.07735
H -4.13196 -1.81680 -1.34520
H -5.58589 -0.80161 0.40618
H -4.71948 1.12940 1.72948
H -2.40215 1.94753 1.26575
O 0.12497 1.76232 0.04898
*
```

E_LUMO (spin up / spin down) ... -7.36 / -7.23 eV
Energy above the lowest of the compared OMol25 structures with the same formula, charge and spin ... 162.9 kJ/mol
Orbital gap (spin up / spin down) ... 7.53 / 7.36 eV

---

(6)
The following is a DFT calculation (the ωB97M-V functional and the def2-TZVPD basis) of C22H20ClNO6 in the gas phase at a distorted geometry.

ORCA input file:
```
! wB97M-V def2-TZVPD RIJCOSX def2/J DEFGRID3
* xyz 0 1
C 0.48320 4.62980 2.15870
H -0.19515 5.24429 1.57481
H 1.44688 4.58899 1.65810
H 0.62035 5.08304 3.13676
C -0.08878 3.22036 2.30963
C -1.42451 3.25526 3.04992
H -2.14096 3.84338 2.48349
H -1.81290 2.24783 3.17198
H -1.29666 3.70511 4.03221
C -0.23258 2.55063 0.94346
H -0.90364 3.13561 0.32081
H -0.63870 1.54853 1.05457
H 0.73734 2.48565 0.45510
O 0.90695 2.52532 3.10705
C 0.74289 1.23784 3.41146
O -0.19779 0.52984 3.12617
N 1.81346 0.77420 4.10340
H 2.56537 1.40286 4.32930
C 1.83691 -0.59543 4.55633
C 1.09286 -1.48175 3.55603
O 0.28918 -2.31390 3.84996
O 1.60299 -1.25786 2.32422
C 0.96483 -1.60269 1.16475
C -0.02957 -2.55275 1.04497
C -0.61445 -2.79172 -0.19944
C -0.22054 -2.06567 -1.33517
C 0.81278 -1.13087 -1.20530
C 1.39123 -0.90414 0.01934
Cl 2.65506 0.25367 0.17954
H 1.16070 -0.58976 -2.07047
C -0.89052 -2.35491 -2.58204
C -1.80471 -3.35350 -2.60638
C -2.16880 -4.11389 -1.42657
O -2.96708 -5.01470 -1.39757
O -1.55508 -3.75293 -0.25122
H -2.33516 -3.61211 -3.50929
C -0.59864 -1.57598 -3.79599
C -0.27117 -2.22805 -4.98121
C -0.01565 -1.50184 -6.12981
C -0.09896 -0.11943 -6.11171
C -0.44027 0.53527 -4.93981
C -0.68515 -0.18578 -3.78552
H -0.97131 0.32457 -2.87734
H -0.51681 1.61233 -4.92438
H 0.09747 0.44640 -7.00995
H 0.24654 -2.01620 -7.04225
H -0.20131 -3.30567 -4.99101
H -0.37567 -3.10752 1.90108
H 1.35292 -0.71363 5.53329
H 2.87263 -0.93809 4.61601
*
```

E_LUMO ... -0.18 eV
Energy above the lowest of the compared OMol25 structures with the same formula, charge and spin ... 0.0 kJ/mol
SMILES string ... CC(C)(C)OC(=O)NCC(=O)Oc1cc2oc(=O)cc(-c3ccccc3)c2cc1Cl
Orbital gap ... 8.45 eV